[1]
DFT (ωB97M-V/def2-TZVPD) results for C6H6O3 as an isolated structure in a non-equilibrium geometry.

Each line ends with the Mulliken charge.
Cartesian coordinates (Å):
C1 0.873 1.053 -0.209  0.360
C2 1.664 -0.142 -0.725  -0.522
C3 0.888 -1.155 -1.042  -0.038
C4 -0.534 -1.419 -0.893  -0.977
C5 -1.049 -0.439 -0.132  0.719
C6 -0.380 0.783 0.335  0.382
H1 0.874 2.242 1.327  0.473
H2 2.880 -0.275 -0.697  0.244
H3 1.628 -2.071 -1.223  0.155
H4 -1.275 -2.090 -1.214  0.428
H5 -2.460 -1.432 0.306  0.300
H6 -1.539 1.432 2.414  0.391
O1 1.583 2.158 0.280  -0.640
O2 -2.349 -0.434 0.300  -0.496
O3 -0.803 1.789 1.173  -0.779

Computed properties:
**Molar mass**: 126.111 g mol⁻¹
**Relative energy (zero: lowest compared OMol25 entry of this formula, charge and spin)**: 137.66 kcal per mole

***

[2]
DFT (ωB97M-V/def2-TZVPD) results for one molecule with the formula C6H11NO2 in a non-equilibrium geometry.

Each line ends with the Mulliken charge.
Cartesian coordinates (Å):
C1 1.521 -1.371 0.510  -1.188
C2 1.564 -0.528 -0.589  0.465
O1 1.946 -0.989 -1.831  -0.490
C3 0.870 0.691 -0.648  -0.108
N1 0.329 1.331 0.522  -0.517
C4 -0.826 0.578 0.097  0.827
C5 -1.856 1.124 -0.849  -1.385
C6 -1.079 -0.571 0.923  -0.759
O2 -0.896 -0.396 2.313  -0.547
H1 1.584 -0.938 1.498  0.237
H2 1.966 -2.357 0.431  0.403
H3 2.482 -1.781 -1.719  0.312
H4 0.880 1.217 -1.597  0.424
H5 0.247 2.336 0.423  0.317
H6 -2.649 1.633 -0.290  0.322
H7 -1.428 1.835 -1.556  0.361
H8 -2.322 0.320 -1.421  0.356
H9 -2.024 -1.079 0.742  0.382
H10 -0.095 -1.338 0.639  0.203
H11 -0.214 0.286 2.404  0.385

Computed properties:
**Molar mass**: 129.159 g mol⁻¹
**SMILES**: C=C(O)[C@@H]1N[C@]1(C)CO
**Relative energy (zero: lowest compared OMol25 entry of this formula, charge and spin)**: 95.71 kcal per mole

***

[3]
DFT (ωB97M-V/def2-TZVPD) results for a 2-piece molecular cluster, C20H26NO5 overall in a non-equilibrium geometry.

Each line ends with the Mulliken charge.
Cartesian coordinates (Å):
C1 -3.364 0.892 -2.203  -1.210
C2 -2.356 1.965 -1.910  -0.270
O1 -1.070 1.332 -1.826  -0.129
C3 -0.116 2.158 -1.333  0.188
C4 1.199 1.578 -1.549  0.444
C5 2.429 2.322 -1.335  0.395
O2 2.606 3.316 -0.649  -0.744
C6 3.534 1.547 -2.068  -0.789
C7 2.950 0.149 -2.256  -0.703
C8 1.415 0.332 -2.302  -0.048
O3 -0.368 3.207 -0.763  -0.720
H1 -4.348 1.339 -2.341  0.413
H2 -3.109 0.345 -3.115  0.286
H3 -3.430 0.184 -1.370  0.244
H4 -2.308 2.711 -2.717  0.309
H5 -2.567 2.475 -0.962  0.294
H6 3.679 2.025 -3.052  0.260
H7 4.484 1.569 -1.523  0.313
H8 3.337 -0.350 -3.148  0.459
H9 3.191 -0.489 -1.397  0.193
H10 0.909 -0.533 -1.845  -0.280
H11 1.067 0.450 -3.343  0.355
C9 0.183 -4.527 0.966  -1.625
C10 -1.148 -3.820 0.787  1.870
C11 -1.649 -3.967 -0.634  -1.633
C12 -2.163 -4.401 1.761  -1.733
O4 -1.070 -2.398 1.162  -0.501
C13 -0.138 -1.610 0.574  0.524
N1 -0.243 -0.334 1.109  -0.244
C14 0.752 0.477 1.047  -0.490
C15 0.694 1.745 1.771  0.896
C16 1.858 2.400 2.216  -0.168
C17 1.764 3.496 3.068  -0.757
C18 0.504 3.981 3.443  -0.321
C19 -0.661 3.395 2.924  -0.702
C20 -0.565 2.272 2.101  -0.195
O5 0.629 -1.987 -0.307  -0.719
H12 0.527 -4.434 2.006  0.352
H13 0.066 -5.595 0.738  0.452
H14 0.930 -4.108 0.286  0.320
H15 -2.594 -3.428 -0.769  0.342
H16 -0.906 -3.592 -1.346  0.336
H17 -1.829 -5.025 -0.856  0.437
H18 -3.121 -3.875 1.683  0.387
H19 -2.343 -5.465 1.564  0.404
H20 -1.795 -4.312 2.790  0.391
H21 1.722 0.197 0.611  0.429
H22 2.828 2.022 1.887  0.279
H23 2.678 3.966 3.436  0.343
H24 0.427 4.830 4.124  0.343
H25 -1.649 3.797 3.158  0.342
H26 -1.455 1.775 1.711  0.381

Computed properties:
**Molar mass**: 360.430 g mol⁻¹
**Total charge**: -1
**Relative energy (zero: lowest compared OMol25 entry of this formula, charge and spin)**: 0.00 kcal per mole

***

[4]
DFT (ωB97M-V/def2-TZVPD) results for a 2-piece molecular cluster, C2H10N4 overall in a non-equilibrium geometry.

Each line ends with the Mulliken charge.
Cartesian coordinates (Å):
C1 0.838 0.608 0.350  -0.226
C2 -0.051 -1.608 0.205  -0.893
N1 -0.019 -0.239 -0.279  -0.209
N2 -1.293 0.840 0.706  -0.381
N3 2.289 0.109 -0.654  -0.740
N4 -2.147 1.483 -0.161  -0.425
H1 -1.802 0.057 1.113  0.270
H2 2.095 0.262 -1.641  0.241
H3 2.564 -0.865 -0.544  0.218
H4 -1.733 2.345 -0.494  0.252
H5 -2.484 0.921 -0.942  0.239
H6 0.795 1.648 0.046  0.293
H7 1.185 0.377 1.359  0.392
H8 0.492 -2.245 -0.492  0.320
H9 0.362 -1.743 1.214  0.314
H10 -1.090 -1.951 0.214  0.337

Computed properties:
**Molar mass**: 90.130 g mol⁻¹
**Relative energy (zero: lowest compared OMol25 entry of this formula, charge and spin)**: 123.77 kcal per mole

***

[5]
DFT (ωB97M-V/def2-TZVPD) results for a 2-piece molecular cluster, C7H16O3 overall in a non-equilibrium geometry.

Each line ends with the Mulliken charge.
Cartesian coordinates (Å):
C1 -0.053 1.291 -1.409  -1.533
C2 -0.171 -0.204 -1.709  1.793
C3 0.802 -0.621 -2.810  -1.669
C4 -1.609 -0.582 -2.066  -1.605
O1 0.277 -0.982 -0.577  -0.272
O2 -0.504 -0.660 0.568  -0.542
H1 -0.346 1.877 -2.279  0.411
H2 -0.709 1.560 -0.582  0.307
H3 0.971 1.538 -1.130  0.358
H4 0.733 -1.693 -2.992  0.406
H5 0.561 -0.094 -3.731  0.376
H6 1.824 -0.376 -2.524  0.398
H7 -1.935 -0.033 -2.948  0.392
H8 -2.277 -0.343 -1.240  0.337
H9 -1.678 -1.650 -2.271  0.392
H10 -0.735 -1.476 1.291  0.340
C5 -0.439 1.133 2.783  -1.335
C6 0.108 -0.256 2.613  1.488
C7 1.596 -0.378 2.455  -1.322
O3 -0.613 -1.272 2.806  -0.718
H11 -1.519 1.130 2.648  0.340
H12 0.013 1.814 2.063  0.273
H13 -0.197 1.483 3.788  0.413
H14 2.088 0.084 3.313  0.413
H15 1.886 -1.423 2.387  0.323
H16 1.927 0.132 1.552  0.235

Computed properties:
**Molar mass**: 148.202 g mol⁻¹
**SMILES**: CC(C)(C)OO.CC(C)=O
**Relative energy (zero: lowest compared OMol25 entry of this formula, charge and spin)**: 84.28 kcal per mole

***

[6]
DFT (ωB97M-V/def2-TZVPD) results for an isolated ion of composition C5H4N3S and charge +1 in a non-equilibrium geometry.

Each line ends with the Mulliken charge.
Cartesian coordinates (Å):
C1 -4.329 -1.170 -0.257  0.048
C2 -3.314 -0.246 0.035  0.344
C3 -1.926 -0.511 -0.096  0.674
C4 -1.119 0.645 0.017  -0.044
C5 0.328 0.906 0.089  -1.091
N1 -1.895 1.719 0.100  -0.272
N2 -2.664 -2.663 -0.397  -0.616
N3 -1.756 -1.911 -0.154  0.421
S1 -3.402 1.505 0.274  0.263
H1 1.062 0.039 0.127  0.296
H2 0.416 1.329 -1.034  0.302
H3 0.671 1.702 0.732  0.334
H4 -0.793 -2.389 0.047  0.339

Computed properties:
**Molar mass**: 138.175 g mol⁻¹
**Total charge**: +1
**Relative energy (zero: lowest compared OMol25 entry of this formula, charge and spin)**: 76.47 kcal per mole